1.
Below is a molecular structure, C15H16MgN2O5S2 in a non-equilibrium geometry, with properties calculated with wB97M-V/def2-TZVPD.

```
41
Properties=species:S:1:pos:R:3
Mg 0.16 1.37 -1.38
S 3.20 1.81 -1.18
C 2.44 1.77 0.32
C 3.19 1.59 1.52
C 2.57 1.64 2.75
C 1.19 1.90 2.81
C 0.52 2.04 1.62
N 1.08 1.94 0.41
H 4.25 1.43 1.43
H 3.14 1.50 3.66
H 0.68 1.97 3.76
H -0.55 2.25 1.62
C 0.28 -4.35 1.15
C -0.48 -3.14 0.68
C -1.11 -3.12 -0.56
C -1.77 -1.99 -1.01
C -1.80 -0.86 -0.21
C -1.22 -0.88 1.05
C -0.56 -2.01 1.49
S -2.68 0.60 -0.73
O -3.91 0.07 -1.31
O -2.91 1.38 0.48
N -1.77 1.33 -1.80
C -2.09 2.74 -1.98
C -0.89 3.53 -2.53
O -1.12 4.64 -3.02
O 0.25 2.97 -2.42
H 0.43 -5.06 0.33
H -0.25 -4.87 1.95
H 1.26 -4.05 1.53
H -1.07 -4.01 -1.19
H -2.25 -1.96 -1.98
H -1.32 0.00 1.67
H -0.08 -2.01 2.46
H -2.35 3.22 -1.02
H -2.95 2.89 -2.64
C 1.71 -1.26 -1.55
O 0.75 -0.29 -1.46
H 1.27 -2.27 -1.70
H 2.33 -1.32 -0.64
H 2.42 -1.08 -2.39
```

Summary:
- energy relative to the best compared isomer or geometry (same formula, charge and spin) (kcal/mol) = 14.6
- F_max (eV/Å) = 1.95
- total charge = -2
- E_LUMO (eV) = 4.784
- E_tot (Eh) = -2063.54891

Okay, here come the natural (NBO) numbers, in e, for every atom:
1 Mg 1.78
2 S -0.37
3 C 0.06
4 C -0.29
5 C -0.19
6 C -0.36
7 C 0.05
8 N -0.64
9 H 0.21
10 H 0.18
11 H 0.19
12 H 0.20
13 C -0.62
14 C -0.03
15 C -0.24
16 C -0.10
17 C -0.31
18 C -0.18
19 C -0.22
20 S 2.30
21 O -1.02
22 O -1.02
23 N -1.13
24 C -0.37
25 C 0.77
26 O -0.74
27 O -0.87
28 H 0.20
29 H 0.20
30 H 0.21
31 H 0.19
32 H 0.22
33 H 0.24
34 H 0.20
35 H 0.20
36 H 0.19
37 C -0.19
38 O -1.09
39 H 0.11
40 H 0.12
41 H 0.13

***

2.
Below is a molecular structure, C29H72CdF6N2O14S2 in a non-equilibrium geometry, with properties calculated with wB97M-V/def2-TZVPD.

```
126
Properties=species:S:1:pos:R:3
Cd 1.34 -7.89 -16.37
C 7.45 -3.62 -17.89
C 6.63 -2.51 -17.08
C 7.49 -1.18 -17.06
C 7.39 -0.49 -18.39
C 5.90 -0.20 -18.63
C 5.04 -1.42 -18.71
N 5.26 -2.33 -17.52
O 4.50 -3.54 -17.48
C 5.29 -2.09 -20.04
C 3.62 -0.84 -18.74
C 6.70 -2.95 -15.58
H 6.76 -4.36 -18.31
H 8.02 -4.22 -17.18
H 8.13 -3.29 -18.68
H 8.54 -1.48 -17.04
H 7.32 -0.44 -16.28
H 7.96 -0.93 -19.21
H 7.65 0.57 -18.30
H 5.68 0.50 -19.44
H 5.55 0.33 -17.74
H 6.36 -2.18 -20.24
H 4.96 -1.44 -20.84
H 4.93 -3.12 -20.06
H 3.45 -0.35 -19.70
H 3.54 -0.15 -17.90
H 2.82 -1.56 -18.61
H 7.70 -3.13 -15.18
H 6.31 -3.97 -15.54
H 6.18 -2.32 -14.85
C -1.76 -12.36 -16.85
F -2.20 -12.11 -18.08
F -2.03 -11.38 -16.00
F -2.42 -13.44 -16.51
S 0.13 -12.75 -16.91
O 0.62 -12.52 -15.54
O 0.25 -14.14 -17.30
N 0.68 -11.42 -17.99
S 1.14 -12.30 -19.17
O 2.15 -13.31 -19.09
O -0.06 -12.76 -19.90
C 1.85 -10.82 -20.37
F 3.11 -10.47 -20.03
F 1.85 -11.28 -21.60
F 1.06 -9.77 -20.25
C 6.01 -12.27 -13.99
C 5.97 -10.76 -14.52
O 4.76 -10.20 -14.10
H 5.31 -12.83 -14.61
H 5.95 -12.29 -12.90
H 7.01 -12.64 -14.23
H 5.92 -10.77 -15.61
H 6.79 -10.19 -14.09
H 4.59 -10.32 -13.16
C 9.72 -13.52 -20.59
C 10.08 -14.68 -19.73
O 11.28 -14.35 -18.98
H 10.56 -13.16 -21.18
H 9.61 -12.72 -19.85
H 8.80 -13.50 -21.17
H 10.37 -15.54 -20.33
H 9.31 -14.93 -19.01
H 11.45 -15.05 -18.35
C -3.59 -8.90 -24.96
C -4.44 -9.20 -23.68
O -3.64 -9.21 -22.59
H -3.34 -7.86 -24.75
H -4.19 -8.84 -25.86
H -2.79 -9.64 -25.00
H -4.86 -10.20 -23.87
H -5.30 -8.56 -23.53
H -3.73 -10.12 -22.28
C 6.35 -13.81 -28.70
C 7.33 -14.89 -29.12
O 7.17 -15.20 -30.46
H 6.69 -12.82 -28.98
H 6.28 -13.69 -27.61
H 5.33 -13.96 -29.05
H 7.23 -15.85 -28.61
H 8.34 -14.51 -28.93
H 6.40 -15.77 -30.55
C 7.47 -5.04 -27.09
C 8.08 -6.18 -26.37
O 8.39 -7.14 -27.31
H 7.28 -4.23 -26.39
H 6.51 -5.35 -27.51
H 8.10 -4.57 -27.84
H 7.44 -6.59 -25.59
H 9.01 -6.00 -25.83
H 9.09 -7.69 -26.95
C -2.68 -6.00 -10.84
C -1.50 -6.89 -11.25
O -0.98 -6.47 -12.52
H -3.46 -6.00 -11.59
H -2.46 -4.94 -10.68
H -3.16 -6.41 -9.95
H -1.60 -7.97 -11.34
H -0.91 -6.74 -10.35
H -0.87 -5.53 -12.35
C 5.65 -20.07 -19.53
C 6.81 -20.89 -20.06
O 6.46 -21.47 -21.31
H 5.41 -19.21 -20.16
H 5.91 -19.66 -18.56
H 4.81 -20.72 -19.32
H 7.13 -21.71 -19.42
H 7.64 -20.19 -20.14
H 7.29 -21.70 -21.74
C -4.65 -5.47 -17.66
C -3.28 -4.89 -17.96
O -2.42 -6.02 -18.08
H -4.68 -5.94 -16.68
H -4.98 -6.23 -18.36
H -5.44 -4.72 -17.71
H -2.97 -4.28 -17.11
H -3.35 -4.39 -18.92
H -2.78 -6.45 -18.85
C -2.11 -14.60 -8.78
C -1.59 -15.04 -7.37
O -0.65 -13.94 -7.10
H -2.25 -13.54 -9.01
H -3.18 -14.79 -8.90
H -1.45 -14.99 -9.54
H -1.10 -16.00 -7.53
H -2.42 -15.24 -6.69
H -1.04 -13.10 -6.83
```

Summary:
- energy relative to the best compared isomer or geometry (same formula, charge and spin) (kcal/mol) = 277.8
- F_max (eV/Å) = 7.57
- E_LUMO (eV) = -5.629
- E_tot (Eh) = -3873.71256

Mulliken population analysis, charges in e, atoms 1 to 99:
1 Cd 0.42
2 C -1.53
3 C 1.35
4 C -1.09
5 C -0.69
6 C -1.36
7 C 1.46
8 N 0.57
9 O -0.32
10 C -1.59
11 C -1.67
12 C -1.80
13 H 0.39
14 H 0.44
15 H 0.31
16 H 0.37
17 H 0.46
18 H 0.30
19 H 0.37
20 H 0.53
21 H 0.42
22 H 0.35
23 H 0.41
24 H 0.38
25 H 0.37
26 H 0.45
27 H 0.41
28 H 0.43
29 H 0.48
30 H 0.40
31 C 0.69
32 F -0.22
33 F -0.22
34 F -0.24
35 S 0.90
36 O -0.65
37 O -0.55
38 N -0.37
39 S 1.01
40 O -0.60
41 O -0.64
42 C 0.56
43 F -0.24
44 F -0.22
45 F -0.22
46 C -0.96
47 C -0.25
48 O -0.51
49 H 0.24
50 H 0.38
51 H 0.29
52 H 0.26
53 H 0.25
54 H 0.30
55 C -1.04
56 C -0.12
57 O -0.54
58 H 0.28
59 H 0.26
60 H 0.34
61 H 0.25
62 H 0.27
63 H 0.29
64 C -0.93
65 C -0.36
66 O -0.45
67 H 0.25
68 H 0.33
69 H 0.26
70 H 0.31
71 H 0.26
72 H 0.33
73 C -0.89
74 C -0.24
75 O -0.52
76 H 0.23
77 H 0.32
78 H 0.29
79 H 0.26
80 H 0.24
81 H 0.30
82 C -1.03
83 C -0.18
84 O -0.51
85 H 0.33
86 H 0.27
87 H 0.29
88 H 0.24
89 H 0.29
90 H 0.30
91 C -1.12
92 C -0.21
93 O -0.48
94 H 0.31
95 H 0.34
96 H 0.33
97 H 0.33
98 H 0.21
99 H 0.29

***

3.
Below is a single C3H7NO4 molecule in a non-equilibrium geometry, with properties calculated with wB97M-V/def2-TZVPD.

```
15
Properties=species:S:1:pos:R:3
C 0.37 -0.99 -0.73
N 0.48 -0.65 0.56
C -0.36 0.86 0.78
C -1.68 0.84 1.06
O 1.87 -0.47 0.84
O -0.80 -1.38 -1.17
O 0.13 1.26 -0.82
O 1.39 -1.19 -1.53
H 1.98 -0.95 1.67
H 2.17 -0.81 -1.08
H -0.80 -1.38 -2.14
H -0.63 1.72 -1.19
H 0.33 1.42 1.39
H -2.05 1.46 1.87
H -2.39 0.25 0.50
```

Summary:
- energy relative to the best compared isomer or geometry (same formula, charge and spin) (kcal/mol) = 155.3
- F_max (eV/Å) = 1.57
- E_LUMO (eV) = 0.391
- E_tot (Eh) = -474.03884

Okay, here come the natural (NBO) numbers, in e, for every atom:
1 C 0.94
2 N -0.23
3 C 0.17
4 C -0.74
5 O -0.60
6 O -0.61
7 O -0.90
8 O -0.64
9 H 0.49
10 H 0.53
11 H 0.51
12 H 0.47
13 H 0.20
14 H 0.22
15 H 0.20

***

4.
Below is a molecular structure, C13H9CrNO4 in a non-equilibrium geometry, with properties calculated with wB97M-V/def2-TZVPD.

```
28
Properties=species:S:1:pos:R:3
Cr 1.86 -0.85 -0.87
C 2.07 -0.70 0.91
O 2.08 -0.62 2.08
C 3.57 -1.68 -1.42
O 4.63 -2.14 -1.61
C 2.23 1.00 -1.41
O 2.32 2.13 -1.73
C 0.78 -2.50 -0.91
O 0.09 -3.44 -0.96
C 0.49 -0.75 -3.64
H -0.34 -1.35 -3.26
H 0.41 0.34 -3.57
C 1.71 -1.31 -3.80
H 2.64 -0.70 -3.92
H 1.90 -2.39 -3.61
N 0.04 -0.07 -0.62
C -0.74 0.33 0.16
C -1.52 0.77 1.25
C -2.19 2.02 1.20
C -2.89 2.49 2.32
C -2.91 1.74 3.50
C -2.28 0.49 3.55
C -1.59 0.01 2.44
H -2.13 2.62 0.28
H -3.41 3.46 2.27
H -3.43 2.13 4.39
H -2.33 -0.11 4.46
H -1.07 -0.94 2.48
```

Summary:
- energy relative to the best compared isomer or geometry (same formula, charge and spin) (kcal/mol) = 0.0
- F_max (eV/Å) = 12.12
- total charge = +2
- E_LUMO (spin up / spin down) (eV) = -8.422 / -10.430
- <S²> = 6.0308
- E_tot (Eh) = -1900.21969
- multiplicity = 5

Okay, here come the natural (NBO) numbers, in e, for every atom:
1 Cr 0.49
2 C 0.47
3 O -0.28
4 C 0.57
5 O -0.27
6 C 0.57
7 O -0.30
8 C 0.57
9 O -0.30
10 C -0.34
11 H 0.21
12 H 0.21
13 C -0.41
14 H 0.22
15 H 0.21
16 N -0.55
17 C 0.63
18 C -0.28
19 C -0.10
20 C -0.20
21 C -0.09
22 C -0.20
23 C -0.11
24 H 0.24
25 H 0.26
26 H 0.26
27 H 0.26
28 H 0.22

***

Copy entry 3 word for word.
Below is a single C3H7NO4 molecule in a non-equilibrium geometry, with properties calculated with wB97M-V/def2-TZVPD.

```
15
Properties=species:S:1:pos:R:3
C 0.37 -0.99 -0.73
N 0.48 -0.65 0.56
C -0.36 0.86 0.78
C -1.68 0.84 1.06
O 1.87 -0.47 0.84
O -0.80 -1.38 -1.17
O 0.13 1.26 -0.82
O 1.39 -1.19 -1.53
H 1.98 -0.95 1.67
H 2.17 -0.81 -1.08
H -0.80 -1.38 -2.14
H -0.63 1.72 -1.19
H 0.33 1.42 1.39
H -2.05 1.46 1.87
H -2.39 0.25 0.50
```

Summary:
- energy relative to the best compared isomer or geometry (same formula, charge and spin) (kcal/mol) = 155.3
- F_max (eV/Å) = 1.57
- E_LUMO (eV) = 0.391
- E_tot (Eh) = -474.03884

Okay, here come the natural (NBO) numbers, in e, for every atom:
1 C 0.94
2 N -0.23
3 C 0.17
4 C -0.74
5 O -0.60
6 O -0.61
7 O -0.90
8 O -0.64
9 H 0.49
10 H 0.53
11 H 0.51
12 H 0.47
13 H 0.20
14 H 0.22
15 H 0.20

***

- Which of these has the highest energy relative to the best compared isomer or geometry (same formula, charge and spin)?
  C29H72CdF6N2O14S2

***

- What is the formula in the fourth record?
  C13H9CrNO4